{
  "formula": "C44H88BIN3O16",
  "method": "ωB97M-V/def2-TZVPD",
  "charge": 1,
  "e_homo_ev": -10.51,
  "gap_ev": 8.149,
  "e_tot_ev": -93060.048,
  "symbols": ["C", "C", "O", "B", "O", "N", "C", "N", "C", "C", "C", "C", "O", "N", "C", "C", "O", "C", "O", "C", "C", "C", "C", "O", "I", "H", "H", "H", "H", "H", "H", "H", "H", "H", "H", "H", "H", "H", "H", "H", "H", "H", "H", "H", "H", "H", "H", "H", "H", "H", "H", "H", "H", "C", "C", "O", "C", "H", "H", "H", "H", "H", "H", "C", "C", "O", "C", "H", "H", "H", "H", "H", "H", "C", "C", "O", "C", "H", "H", "H", "H", "H", "H", "C", "C", "O", "C", "H", "H", "H", "H", "H", "H", "C", "C", "O", "C", "H", "H", "H", "H", "H", "H", "C", "C", "O", "C", "H", "H", "H", "H", "H", "H", "C", "C", "O", "C", "H", "H", "H", "H", "H", "H", "C", "C", "O", "C", "H", "H", "H", "H", "H", "H", "C", "C", "O", "C", "H", "H", "H", "H", "H", "H", "C", "C", "O", "C", "H", "H", "H", "H", "H", "H"],
  "coordinates": [[4.60381, -1.67458, 5.17743], [3.64330, -2.85656, 5.05601], [3.46943, -3.26575, 3.68810], [2.50316, -2.68515, 2.94522], [2.69749, -2.18262, 1.69132], [1.08035, -2.64836, 3.47428], [0.33639, -1.51933, 3.35528], [0.86109, -0.37682, 3.71206], [0.28258, 0.97636, 3.61672], [1.42524, 1.94121, 3.31359], [0.94235, 3.33093, 2.91930], [2.07313, 4.21145, 2.34476], [3.34172, 3.67110, 2.71661], [-0.98309, -1.56066, 2.91881], [-1.86407, -2.16932, 3.94682], [-2.84997, -1.19141, 4.54901], [-3.99690, -1.12208, 3.70794], [-4.78780, -0.02500, 3.86442], [-4.39596, 0.95427, 4.44593], [-6.12867, -0.20403, 3.21209], [-7.22949, 0.55732, 3.95098], [-1.10846, -2.08733, 1.55426], [-1.57461, -1.01672, 0.57778], [-2.40854, -0.21828, 0.83002], [-0.59392, -1.07536, -1.31323], [5.21887, -1.57228, 4.28242], [5.26819, -1.82664, 6.03148], [4.08530, -0.73091, 5.37695], [4.02527, -3.70581, 5.62376], [2.67847, -2.60269, 5.51247], [3.43074, -1.55862, 1.61511], [0.52766, -3.44940, 3.15364], [1.79802, -0.39283, 4.10181], [-0.46806, 0.97459, 2.82561], [-0.19287, 1.20370, 4.57501], [2.08604, 2.00872, 4.18328], [2.01838, 1.50378, 2.50052], [0.13700, 3.24639, 2.18450], [0.55239, 3.82087, 3.81781], [1.98818, 5.22262, 2.75813], [1.98558, 4.27003, 1.25911], [3.98177, 3.93628, 2.04418], [-1.26189, -2.59507, 4.75691], [-2.39562, -2.99507, 3.47334], [-3.14637, -1.50172, 5.55627], [-2.39370, -0.20109, 4.62792], [-6.03247, 0.13406, 2.17386], [-6.34379, -1.27384, 3.17017], [-6.87343, 1.53505, 4.27422], [-7.54024, 0.00570, 4.84148], [-8.10403, 0.68169, 3.31219], [-1.87575, -2.86753, 1.53236], [-0.17904, -2.52066, 1.17898], [0.78224, -4.48300, 7.39050], [2.01653, -5.18906, 7.90745], [2.92254, -4.57369, 8.41470], [2.05532, -6.68825, 7.74436], [0.87749, -3.41475, 7.57409], [0.67301, -4.66334, 6.31762], [-0.10990, -4.85703, 7.89473], [1.98423, -6.95330, 6.68748], [1.21294, -7.14632, 8.26506], [2.98514, -7.07583, 8.15194], [-0.89986, -2.45589, -5.24569], [0.55956, -2.16389, -5.02276], [1.07246, -2.24568, -3.92594], [1.36193, -1.76512, -6.23492], [-1.36739, -2.73537, -4.30398], [-1.40559, -1.58409, -5.66354], [-1.02046, -3.26762, -5.96408], [0.93749, -0.86432, -6.68150], [1.32319, -2.55622, -6.98528], [2.39496, -1.58026, -5.95069], [4.73636, 8.31460, 1.72867], [4.87623, 6.92182, 2.28979], [4.70285, 5.94529, 1.59296], [5.23857, 6.80879, 3.74573], [4.47339, 8.26512, 0.67520], [3.96387, 8.86041, 2.27290], [5.67439, 8.85904, 1.84728], [4.48559, 7.30783, 4.35761], [6.19429, 7.29494, 3.94033], [5.30241, 5.76343, 4.03534], [6.47517, 7.95165, 8.80179], [5.89445, 7.05467, 7.73702], [6.37070, 6.98860, 6.62837], [4.68269, 6.24067, 8.12685], [7.33665, 8.48222, 8.40516], [5.72573, 8.67077, 9.13650], [6.77795, 7.35928, 9.66673], [3.87194, 6.90134, 8.43840], [4.92402, 5.58958, 8.96860], [4.35863, 5.63870, 7.28112], [-4.46731, -1.19188, -4.50974], [-4.76345, -1.23796, -5.99290], [-4.09243, -1.92034, -6.73363], [-5.91157, -0.39991, -6.48978], [-3.61991, -1.83794, -4.29545], [-4.22609, -0.16958, -4.21205], [-5.33259, -1.52371, -3.93420], [-5.73764, 0.65204, -6.25741], [-6.83351, -0.70545, -5.99068], [-6.02253, -0.51291, -7.56234], [-8.06251, -0.00536, -11.30134], [-8.17767, 0.52800, -9.89752], [-7.20261, 0.70402, -9.20183], [-9.56861, 0.83382, -9.39778], [-7.01883, -0.18854, -11.54358], [-8.62388, -0.93570, -11.40114], [-8.47489, 0.71256, -12.01228], [-10.18228, -0.06805, -9.42658], [-10.04141, 1.57833, -10.04019], [-9.52095, 1.21056, -8.37918], [-4.24862, 2.03216, -13.58666], [-4.40402, 0.56733, -13.25444], [-5.23178, -0.12384, -13.79894], [-3.47539, 0.01259, -12.20081], [-4.96795, 2.31321, -14.35149], [-4.40945, 2.63692, -12.69246], [-3.23771, 2.23021, -13.94667], [-3.61358, 0.54953, -11.26056], [-2.43719, 0.14034, -12.51212], [-3.68261, -1.04341, -12.04807], [3.37103, 2.71461, -3.08733], [1.87561, 2.83111, -2.98053], [1.32227, 3.65332, -2.28775], [1.09563, 1.80540, -3.76503], [3.85440, 3.45904, -2.45772], [3.66353, 1.70939, -2.78115], [3.68919, 2.85081, -4.12202], [1.38520, 0.81634, -3.40187], [1.32344, 1.86948, -4.82986], [0.02877, 1.95467, -3.61164], [-1.56459, -7.32461, 3.12707], [-0.66080, -6.12464, 3.14274], [-1.09525, -5.00576, 2.94549], [0.79947, -6.38366, 3.41246], [-2.58679, -7.01782, 2.92335], [-1.23505, -8.02836, 2.36121], [-1.52094, -7.83710, 4.08945], [1.20457, -7.05624, 2.65555], [0.91808, -6.86796, 4.38295], [1.36623, -5.45477, 3.40425], [4.27976, -2.36811, -2.00923], [5.20231, -1.17736, -2.13168], [4.89527, -0.21002, -2.78778], [6.52386, -1.25638, -1.40624], [3.36712, -2.19385, -2.57618], [4.77573, -3.26385, -2.38718], [4.02962, -2.54991, -0.96160], [7.09591, -2.11426, -1.76286], [6.35865, -1.38967, -0.33518], [7.09180, -0.34525, -1.57480]],
  "forces_ev_per_angstrom": [[0.0, 0.0, 0.2], [0.0, -0.2, 0.7], [0.0, 0.7, -0.1], [0.1, -0.3, 0.2], [-0.4, 0.5, 0.4], [-0.2, 0.3, -1.0], [0.5, 0.0, 0.1], [0.0, -0.1, 0.1], [0.0, 0.1, -0.1], [0.0, -0.3, -0.2], [0.2, 0.2, 0.3], [0.2, -0.1, 0.2], [-0.2, -0.3, -0.2], [0.1, -0.4, -0.1], [-0.4, 0.0, 0.2], [0.3, 0.5, -0.1], [-0.2, -0.3, 0.1], [0.5, 0.3, 0.1], [-0.3, -0.3, 0.0], [-0.1, -0.1, 0.0], [0.0, -0.1, 0.0], [0.0, -0.2, 0.0], [-0.1, 0.3, 0.1], [-0.1, 0.2, 0.1], [0.1, -0.2, -0.2], [0.0, 0.0, 0.1], [0.0, 0.0, -0.1], [0.0, 0.0, -0.2], [0.0, -0.1, -0.3], [0.0, -0.1, -0.2], [0.2, -0.5, -0.2], [-0.1, -0.2, 0.4], [-0.1, -0.1, 0.0], [0.0, -0.1, 0.1], [-0.1, 0.0, -0.2], [0.0, 0.0, -0.1], [0.0, 0.1, 0.0], [0.0, 0.1, 0.1], [-0.2, -0.1, -0.2], [-0.1, 0.0, -0.2], [0.0, 0.0, 0.0], [0.0, 0.4, 0.2], [0.0, 0.0, -0.1], [0.0, 0.0, 0.2], [-0.1, -0.1, -0.1], [-0.1, -0.1, 0.0], [0.0, 0.1, 0.1], [0.0, 0.1, -0.1], [0.0, 0.0, -0.1], [0.0, 0.1, -0.1], [0.1, 0.0, 0.1], [0.1, 0.0, 0.0], [0.0, 0.0, 0.1], [0.1, 0.1, 0.0], [-0.1, 0.0, 0.0], [0.0, 0.0, -0.1], [0.1, 0.0, 0.1], [0.0, 0.0, 0.0], [-0.1, 0.0, 0.0], [0.0, -0.1, -0.1], [-0.1, 0.0, 0.0], [0.0, 0.0, 0.0], [0.0, 0.0, 0.0], [0.0, 0.0, 0.2], [0.0, 0.0, -0.1], [0.0, 0.1, 0.1], [0.1, 0.0, 0.1], [0.0, 0.0, 0.0], [0.0, 0.0, -0.1], [0.0, 0.0, -0.1], [0.0, 0.0, 0.0], [0.0, 0.0, 0.0], [0.0, 0.0, 0.0], [0.0, -0.1, -0.1], [0.0, 0.1, 0.1], [0.0, -0.1, -0.1], [0.0, -0.2, -0.1], [0.0, 0.0, 0.0], [0.0, 0.0, 0.0], [0.0, 0.0, 0.1], [0.0, 0.1, 0.0], [0.0, 0.1, 0.0], [0.0, 0.0, 0.0], [0.1, 0.0, -0.1], [0.0, 0.0, 0.1], [0.0, 0.0, 0.0], [0.0, 0.0, -0.1], [0.0, 0.0, 0.0], [0.0, 0.0, 0.0], [0.0, 0.0, 0.0], [0.0, 0.0, 0.1], [0.0, 0.0, 0.0], [0.0, 0.0, 0.0], [0.1, 0.0, -0.1], [0.0, 0.0, 0.1], [0.0, 0.0, 0.0], [0.1, -0.2, -0.1], [0.0, 0.0, 0.0], [-0.1, 0.0, 0.1], [0.0, 0.1, 0.0], [0.0, 0.0, 0.0], [0.0, 0.1, 0.0], [0.0, 0.0, 0.0], [0.2, 0.0, 0.0], [0.0, 0.0, 0.0], [0.0, 0.0, 0.0], [0.1, 0.0, 0.1], [0.0, 0.0, 0.0], [-0.1, 0.0, 0.0], [-0.1, 0.0, 0.0], [0.0, 0.0, -0.1], [0.0, 0.0, 0.0], [0.0, 0.0, 0.0], [-0.1, 0.0, -0.1], [0.1, 0.0, 0.1], [-0.1, 0.0, 0.0], [-0.1, -0.1, 0.0], [0.0, 0.0, 0.0], [0.1, 0.0, 0.0], [0.0, 0.0, 0.0], [0.0, 0.0, 0.0], [0.0, 0.0, 0.0], [0.0, 0.0, 0.0], [0.0, 0.2, 0.2], [0.0, 0.0, -0.1], [0.0, 0.0, 0.1], [-0.2, 0.0, 0.1], [0.0, 0.0, 0.0], [0.1, 0.0, -0.1], [0.0, -0.1, 0.0], [0.0, -0.1, -0.2], [0.1, -0.1, 0.0], [0.0, 0.0, 0.0], [-0.1, 0.1, 0.0], [-0.1, -0.2, 0.0], [0.4, 0.2, 0.0], [-0.1, 0.2, 0.0], [0.0, 0.0, 0.0], [0.0, 0.0, 0.0], [0.0, 0.0, 0.0], [0.0, 0.0, 0.0], [0.0, -0.1, 0.0], [0.1, 0.0, 0.0], [-0.1, 0.1, -0.1], [-0.1, -0.2, 0.0], [0.0, 0.0, 0.0], [0.0, 0.1, -0.1], [0.0, 0.0, 0.0], [0.0, 0.0, 0.0], [0.0, 0.0, 0.0], [0.0, 0.0, 0.0], [0.0, -0.1, 0.0], [0.0, 0.0, 0.0]],
  "mulliken_charge": [-1.319, 0.286, -0.356, 0.552, -0.607, 0.996, -1.307, 0.527, -0.591, -0.547, -0.817, -0.394, -0.542, 1.179, -0.629, -0.788, -0.310, 0.568, -0.599, -0.235, -1.160, -0.565, -0.136, -0.481, 0.068, 0.303, 0.391, 0.273, 0.354, 0.026, 0.238, -0.419, 0.051, 0.403, 0.214, 0.313, 0.360, 0.347, 0.316, 0.230, 0.392, 0.317, 0.258, 0.552, 0.463, 0.237, 0.282, 0.276, 0.295, 0.316, 0.369, 0.469, 0.612, -0.728, 0.814, -0.545, -1.101, 0.263, -0.118, 0.554, 0.155, 0.364, 0.345, -0.980, 0.761, -0.491, -1.243, 0.236, 0.293, 0.382, 0.333, 0.410, 0.268, -1.189, 0.759, -0.554, -1.053, 0.316, 0.331, 0.353, 0.313, 0.441, 0.272, -1.140, 0.823, -0.512, -1.036, 0.296, 0.338, 0.340, 0.330, 0.351, 0.215, -0.876, 0.911, -0.567, -1.098, 0.058, 0.288, 0.402, 0.328, 0.345, 0.254, -0.941, 0.874, -0.560, -1.172, 0.103, 0.343, 0.359, 0.326, 0.346, 0.298, -1.139, 0.909, -0.543, -1.181, 0.299, 0.307, 0.350, 0.311, 0.419, 0.284, -0.652, 0.740, -0.589, -0.720, 0.270, -0.029, 0.337, 0.008, 0.382, 0.304, -1.421, 0.826, -0.417, -0.535, 0.335, 0.368, 0.362, 0.440, 0.110, -0.151, -0.483, 0.843, -0.568, -1.190, 0.061, 0.365, 0.027, 0.359, 0.260, 0.324]
}